ORCA calculation (wB97M-V/def2-TZVPD) on an isolated molecule of C22H46O.

ΔE to the lowest compared entry with this formula, charge and spin = 0.3756 eV
Structure (SMILES) = CCCCCCCCCCCCCCCCCCCCCCO
2S+1 = 1
HOMO-LUMO gap = 10.93 eV
Total energy = -25608.7633 eV

Each line ends with the Mulliken charge.
Element x y z (Å)
1 H 3.4841 3.2586 1.7112  0.3616
2 H -3.1030 0.8658 -0.2808  0.2705
3 H -4.8125 0.1138 1.3617  0.3351
4 C 0.8998 3.8624 -0.5303  -0.5640
5 C 3.0682 3.3296 0.7025  -0.9093
6 C 7.2901 -3.8229 0.6534  -0.6044
7 C -6.4342 -3.0383 -0.8440  -0.5547
8 H -1.3828 2.3400 -0.5742  0.2417
9 H 7.6178 -4.3566 1.5595  0.3246
10 H 5.4422 2.7586 -0.4747  0.3889
11 H -0.6093 5.1541 0.3009  0.3646
12 H 6.4994 0.6769 -1.0030  0.3808
13 C 4.9913 -0.6848 -0.3287  -0.3528
14 H -7.2612 -1.2904 0.0981  0.2936
15 C -5.2553 -0.8240 -0.5230  -0.7746
16 C 5.1359 -3.2195 -0.6082  -0.8411
17 H 7.5420 -4.4374 -0.2142  0.3104
18 H 5.0009 0.7565 -1.9267  0.3213
19 C 5.7762 -3.6073 0.7266  -0.4611
20 H 2.9597 1.2112 0.3827  0.2356
21 C -4.0593 1.3852 -0.2007  -0.5100
22 C -2.9438 3.6623 0.1093  -0.7460
23 H 5.5589 -2.8469 1.4810  0.2372
24 H 5.3463 -0.7395 0.7027  0.2190
25 H -7.9865 -5.3900 1.2068  0.3599
26 H -4.8864 3.0837 0.8103  0.3913
27 C 1.5570 3.5371 0.8102  -0.5587
28 H -6.2611 -5.1859 0.9009  0.2858
29 H 5.4004 -3.9794 -1.3473  0.3777
30 C 3.4535 2.0714 -0.0728  -0.3506
31 H -4.2912 -1.3329 -0.5987  0.3299
32 H -1.2019 2.8884 1.0944  0.2620
33 H -3.2569 3.9196 -0.9055  0.3735
34 H 5.3168 1.7291 0.9495  0.3434
35 C 4.9660 1.8583 -0.0777  -0.7466
36 H 1.1057 2.6390 1.2354  0.2405
37 H 5.3266 -4.5429 1.0670  0.3530
38 H 7.7896 -2.0272 1.2034  0.3175
39 H -6.6602 -2.7215 -1.8655  0.3503
40 H -3.5557 2.3153 1.6732  0.3207
41 H -7.1631 -3.9360 1.7605  0.3089
42 C -0.5555 4.3107 -0.3920  -0.9103
43 H -6.0662 0.9271 0.4270  0.3614
44 H -6.0014 -2.0861 1.0424  0.2798
45 H -4.3542 1.6969 -1.2056  0.2792
46 C -5.1025 0.4173 0.3527  -0.7985
47 C -6.2943 -1.7954 0.0322  -0.5035
48 H 3.1051 2.1522 -1.1037  0.2591
49 H -8.4733 -3.4443 -0.2878  0.3020
50 H 3.9022 -0.7594 -0.3093  0.2275
51 H 5.1990 -1.7560 -2.1704  0.4283
52 H -0.9064 4.6633 -1.3655  0.3596
53 H -5.5465 -0.5199 -1.5315  0.3509
54 H 3.5190 4.2021 0.2232  0.3556
55 H -3.0120 4.5705 0.7139  0.3689
56 O 8.0406 -2.6407 0.5038  -0.5063
57 C 5.4099 0.6604 -0.9182  -0.7537
58 C 5.5557 -1.8485 -1.1414  -0.6657
59 H 1.3676 4.3632 1.5004  0.3701
60 C -3.9045 2.6206 0.6837  -0.6982
61 C -7.2149 -4.6653 0.9565  -1.1550
62 H 6.6439 -1.7880 -1.1621  0.3408
63 H -7.6700 -4.7657 -1.1343  0.3258
64 H 1.4666 4.6643 -1.0105  0.3726
65 H -5.4809 -3.5717 -0.8688  0.2946
66 H 4.0490 -3.2384 -0.4904  0.3585
67 C -1.4880 3.2006 0.0886  -0.3355
68 H 0.9405 2.9895 -1.1841  0.2368
69 C -7.5324 -3.9928 -0.3741  -0.4701

Forces on the atoms, in the same order (eV/Å):
H 0.1 0.0 0.0
H 0.1 0.0 -0.1
H 0.0 0.0 0.1
C -0.2 0.1 0.3
C -0.3 -0.3 0.0
C -0.4 -0.4 0.4
C -0.3 0.1 0.2
H 0.1 -0.1 0.0
H 0.0 0.0 -0.2
H 0.0 0.1 0.1
H 0.0 0.1 0.0
H 0.0 0.0 -0.1
C 0.2 0.0 -0.4
H -0.1 0.0 0.1
C -0.3 0.1 0.4
C 0.2 0.1 0.1
H 0.0 0.0 0.1
H 0.0 0.0 -0.1
C 0.2 -0.1 -0.4
H -0.1 -0.1 0.0
C -0.2 0.1 0.4
C 0.1 -0.3 0.3
H 0.0 0.0 0.1
H 0.0 0.0 0.1
H 0.0 -0.1 0.1
H 0.0 0.0 0.1
C 0.2 0.1 -0.2
H 0.1 -0.1 0.0
H -0.1 -0.1 0.0
C 0.3 0.3 0.2
H 0.1 0.0 -0.1
H 0.0 -0.1 0.1
H 0.0 0.1 0.0
H 0.1 0.1 0.1
C -0.2 -0.1 -0.3
H -0.1 0.0 0.1
H 0.0 0.0 0.1
H 0.1 -0.1 0.0
H 0.1 0.0 -0.1
H 0.0 0.0 0.1
H 0.0 0.0 0.1
C 0.1 -0.3 -0.1
H -0.1 0.0 0.1
H 0.0 0.0 0.1
H 0.0 0.0 -0.1
C 0.3 -0.1 -0.4
C 0.3 -0.1 -0.4
H -0.1 -0.1 -0.1
H -0.1 0.0 -0.1
H -0.1 0.0 0.1
H 0.0 0.0 -0.1
H -0.1 0.1 0.0
H 0.0 0.0 -0.1
H 0.1 0.1 0.0
H 0.0 0.1 -0.1
O 0.2 0.5 0.0
C 0.0 0.0 0.4
C -0.2 -0.1 0.1
H -0.1 0.0 0.1
C 0.1 0.1 -0.4
C -0.2 0.1 -0.2
H 0.0 0.0 -0.1
H -0.1 0.0 0.0
H 0.1 0.0 -0.1
H 0.1 0.0 -0.1
H 0.0 0.0 -0.1
C -0.1 0.4 -0.1
H 0.0 0.0 -0.1
C 0.2 -0.1 0.0